<A>
# CH4NO3

An isolated ion of composition CH4NO3 and charge +1 (the ωB97M-V functional and the def2-TZVPD basis, OMol25).

HOMO level = -18.17 eV
Molecular weight = 78.0 g/mol
SMILES string = C[N+](=O)OO
Net charge = +1

Geometry (Å):
C (1.293, 0.235, -0.068)
N (-0.123, 0.385, 0.071)
O (-0.704, 1.373, -0.144)
O (-2.164, -0.605, -0.156)
O (-0.760, -0.771, 0.207)
H (1.573, -0.761, 0.197)
H (2.050, 0.918, 0.492)
H (1.534, 0.102, -1.183)
H (-2.699, -0.877, 0.584)

Atomic partial charges in e from the natural (NBO) method, atoms 1 to 6:
1 C -0.551
2 N 0.547
3 O -0.076
4 O -0.333
5 O -0.022
6 H 0.277

=====

<B>
# CH4NO3

An isolated ion of composition CH4NO3 and charge +1 (the ωB97M-V functional and the def2-TZVPD basis, OMol25).

HOMO level (alpha / beta) = -17.48 / -17.48 eV
Molecular weight = 78.0 g/mol
SMILES string = C[N+](=O)OO
Net charge = +1

Geometry (Å):
C (0.745, 0.419, 0.201)
N (-0.632, 0.579, -0.075)
O (-1.109, 1.307, -0.877)
O (-2.695, -0.259, 0.150)
O (-1.405, -0.290, 0.645)
H (1.135, 1.533, 0.378)
H (1.219, 0.215, -0.759)
H (1.007, -0.316, 0.946)
H (-3.094, -1.118, 0.157)

Atomic partial charges in e from the natural (NBO) method, atoms 1 to 6:
1 C -0.521
2 N 0.536
3 O -0.081
4 O -0.362
5 O -0.006
6 H 0.314

=====

<C>
# CH4NO3

CH4NO3 as an isolated structure (the ωB97M-V functional and the def2-TZVPD basis, OMol25).

HOMO level (alpha / beta) = -17.63 / -17.65 eV
Molecular weight = 78.0 g/mol
Net charge = +1

Geometry (Å):
C (0.569, -0.220, -0.149)
N (1.022, 0.971, -0.258)
O (-0.791, -0.562, 0.004)
O (-2.456, -0.036, -0.009)
O (1.286, -1.312, -0.120)
H (0.295, 1.697, -0.335)
H (-2.495, 0.065, 0.970)
H (1.965, 1.339, -0.039)
H (0.603, -1.941, -0.064)

Atomic partial charges in e from the natural (NBO) method, atoms 1 to 6:
1 C 0.926
2 N -0.732
3 O -0.399
4 O -0.207
5 O -0.534
6 H 0.452

=====

Result of the stability comparison: <A> is the least stable of them.

=====

<A>
# C2H11N2O2

A 3-piece molecular cluster, C2H11N2O2 overall (the ωB97M-V functional and the def2-TZVPD basis, OMol25).

HOMO level = -14.35 eV
Molecular weight = 95.1 g/mol
Net charge = +1

Geometry (Å):
C (-0.034, 2.064, 0.054)
N (0.050, -1.558, -0.516)
C (-0.386, -0.267, -0.484)
N (0.412, 0.739, -0.054)
H (0.093, 2.480, 1.088)
H (-1.137, 1.945, -0.238)
H (0.424, 2.825, -0.703)
H (0.978, -1.831, -0.104)
H (-0.524, -2.407, -0.859)
H (-1.365, -0.062, -0.923)
H (1.352, 0.601, 0.155)
H (-3.519, 0.666, 0.298)
H (-3.573, -0.824, 0.931)
O (-2.953, -0.158, 0.559)
H (3.642, -0.649, 0.867)
H (3.292, -0.725, -0.612)
O (2.906, -0.725, 0.274)

Atomic partial charges in e from the natural (NBO) method, atoms 1 to 6:
1 C -0.419
2 N -0.759
3 C 0.412
4 N -0.524
5 H 0.236
6 H 0.206

=====

<B>
# C2H11N2O2

A 3-piece molecular cluster, C2H11N2O2 overall (the ωB97M-V functional and the def2-TZVPD basis, OMol25).

HOMO level = -14.97 eV
Molecular weight = 95.1 g/mol
Net charge = +1

Geometry (Å):
C (-1.102, 1.121, -2.082)
N (-0.287, 0.685, -0.946)
C (0.901, 1.149, -0.696)
N (1.555, 0.826, 0.387)
H (-0.437, 1.605, -2.800)
H (-1.888, 1.806, -1.787)
H (-1.418, 0.238, -2.613)
H (-0.798, 0.210, -0.212)
H (1.392, 1.787, -1.422)
H (1.188, 0.180, 1.081)
H (2.481, 1.191, 0.535)
H (-0.371, -3.689, 0.884)
H (-0.058, -2.532, -0.088)
O (-0.059, -2.770, 0.850)
H (-0.795, -1.174, 1.678)
H (-0.650, -0.179, 2.843)
O (-0.707, -0.214, 1.881)

Atomic partial charges in e from the natural (NBO) method, atoms 1 to 6:
1 C -0.416
2 N -0.516
3 C 0.394
4 N -0.712
5 H 0.218
6 H 0.235

=====

<C>
# C2H11N2O2

A 3-piece molecular cluster, C2H11N2O2 overall (the ωB97M-V functional and the def2-TZVPD basis, OMol25).

HOMO level = -12.38 eV
Molecular weight = 95.1 g/mol
Net charge = +1

Geometry (Å):
C (-0.382, -0.341, -0.889)
C (-0.327, 0.966, -1.249)
N (-1.054, 1.519, -2.246)
N (0.425, -0.941, 0.153)
H (-0.917, -0.981, -1.599)
H (0.248, 1.728, -0.725)
H (-1.283, 2.496, -2.201)
H (-1.769, 0.943, -2.663)
H (0.801, -1.873, -0.008)
H (-0.138, -1.038, 1.016)
H (1.156, -0.211, 0.296)
H (2.859, 1.016, 1.769)
H (3.158, 1.248, 0.324)
O (2.467, 0.869, 0.887)
H (-1.453, -1.860, 3.081)
H (-2.365, -1.845, 1.920)
O (-1.426, -1.697, 2.135)

Atomic partial charges in e from the natural (NBO) method, atoms 1 to 6:
1 C -0.241
2 C 0.058
3 N -0.765
4 N -0.712
5 H 0.214
6 H 0.213

=====

<D>
# C2H11N2O2

A 3-piece molecular cluster, C2H11N2O2 overall (the ωB97M-V functional and the def2-TZVPD basis, OMol25).

HOMO level = -13.00 eV
Molecular weight = 95.1 g/mol
Net charge = +1

Geometry (Å):
C (-0.735, 0.583, 0.025)
C (-1.042, -0.699, -0.219)
N (-0.574, -1.211, -1.535)
N (-0.841, 1.252, 1.180)
H (-0.104, 1.077, -0.711)
H (-1.847, -1.294, 0.190)
H (0.133, -1.933, -1.402)
H (-0.131, -0.476, -2.091)
H (-1.260, -1.591, -2.182)
H (-0.748, 0.832, 2.093)
H (-0.442, 2.180, 1.249)
H (-0.301, 3.090, 4.165)
H (1.009, 2.434, 3.806)
O (0.121, 2.582, 3.461)
H (2.620, -1.767, -2.145)
H (1.817, -2.938, -2.899)
O (2.327, -2.121, -2.986)

Atomic partial charges in e from the natural (NBO) method, atoms 1 to 6:
1 C 0.081
2 C -0.247
3 N -0.665
4 N -0.764
5 H 0.186
6 H 0.241

=====

Result of the stability comparison: <D> is the least stable of them.

=====

<A>
# C4H11O4

A 3-piece molecular cluster, C4H11O4 overall (the ωB97M-V functional and the def2-TZVPD basis, OMol25).

HOMO level = -3.55 eV
Molecular weight = 123.1 g/mol
Net charge = -1

Geometry (Å):
C (-0.768, 1.787, -0.075)
O (-0.124, 2.981, 0.121)
C (0.002, 0.634, 0.704)
C (-0.363, -0.751, -0.008)
C (0.517, -1.828, 0.460)
O (0.349, -3.024, 0.250)
H (-1.763, 1.862, 0.401)
H (-0.811, 1.544, -1.165)
H (1.004, 0.948, 0.426)
H (-0.304, 0.608, 1.744)
H (0.043, -0.521, -1.006)
H (-1.429, -0.926, 0.087)
H (1.462, -1.528, 0.950)
H (2.676, 3.124, -0.845)
H (1.426, 3.207, 0.133)
O (2.448, 3.337, 0.063)
H (-2.016, -2.595, -1.428)
H (-1.574, -3.370, -0.257)
O (-2.077, -3.493, -1.080)

Atomic partial charges in e from the natural (NBO) method, atoms 1 to 6:
1 C -0.017
2 O -0.953
3 C -0.436
4 C -0.561
5 C 0.454
6 O -0.585

=====

<B>
# C4H11O4

A 3-piece molecular cluster, C4H11O4 overall (the ωB97M-V functional and the def2-TZVPD basis, OMol25).

HOMO level = -4.23 eV
Molecular weight = 123.1 g/mol
Net charge = -1

Geometry (Å):
O (-1.245, 2.110, -0.383)
C (-1.917, 1.167, 0.075)
O (-3.170, 1.013, 0.130)
C (-1.208, -0.173, 0.514)
C (-0.645, -0.863, -0.727)
C (-0.152, -2.262, -0.363)
H (-2.084, -0.769, 0.958)
H (-0.539, -0.013, 1.312)
H (0.093, -0.334, -1.213)
H (-1.474, -0.820, -1.502)
H (-0.793, -2.927, 0.173)
H (0.214, -2.903, -1.207)
H (0.805, -2.373, 0.255)
H (2.524, -0.437, 0.424)
H (2.992, 1.073, 0.093)
O (3.328, 0.110, 0.380)
H (0.551, 3.134, 0.754)
H (1.234, 2.478, -0.267)
O (1.486, 2.789, 0.594)

Atomic partial charges in e from the natural (NBO) method, atoms 1 to 6:
1 O -0.820
2 C 0.774
3 O -0.787
4 C -0.517
5 C -0.409
6 C -0.608

=====

Result of the stability comparison: <A> is the least stable of them.

=====

<A>
# C8H16

An isolated ion of composition C8H16 and charge -1 (the ωB97M-V functional and the def2-TZVPD basis, OMol25).

HOMO level (alpha / beta) = 1.53 / -5.43 eV
Molecular weight = 112.2 g/mol
Multiplicity = 2
Net charge = -1

Geometry (Å):
C (-2.369, 2.416, -0.218)
C (-1.969, 0.983, -0.662)
C (-1.654, 0.000, 0.434)
C (-0.483, 0.312, 1.373)
C (0.861, 0.338, 0.637)
C (1.351, -1.056, 0.381)
C (2.292, -1.198, -0.563)
C (2.880, -2.509, -0.960)
H (-2.828, 2.535, 0.764)
H (-2.978, 2.917, -0.978)
H (-1.396, 2.918, -0.155)
H (-2.660, 0.484, -1.368)
H (-1.146, 1.172, -1.385)
H (-2.603, -0.235, 0.978)
H (-1.259, -0.912, -0.076)
H (-0.692, 1.133, 2.062)
H (-0.380, -0.473, 2.126)
H (0.812, 0.966, -0.275)
H (1.582, 0.823, 1.346)
H (0.766, -1.861, 0.763)
H (2.517, -0.301, -1.102)
H (3.782, -2.681, -0.348)
H (3.302, -2.384, -1.964)
H (2.272, -3.388, -0.811)

Atomic partial charges in e from the natural (NBO) method, atoms 1 to 6:
1 C -0.685
2 C -0.613
3 C -0.442
4 C -0.405
5 C -0.532
6 C -0.272

=====

<B>
# C8H16

An isolated ion of composition C8H16 and charge -1 (the ωB97M-V functional and the def2-TZVPD basis, OMol25).

HOMO level (alpha / beta) = 1.49 / -5.56 eV
Molecular weight = 112.2 g/mol
Multiplicity = 2
Net charge = -1

Geometry (Å):
C (-3.085, 0.078, -1.499)
C (-1.750, 0.765, -1.404)
C (-1.169, 1.095, -0.023)
C (-0.870, -0.163, 0.832)
C (0.124, -1.228, 0.262)
C (1.495, -0.655, 0.127)
C (2.351, -0.486, 1.169)
C (3.781, -0.042, 1.008)
H (-3.450, -0.167, -2.522)
H (-3.118, -0.917, -1.048)
H (-3.809, 0.832, -1.183)
H (-1.734, 1.700, -1.975)
H (-0.888, 0.231, -1.851)
H (-1.786, 1.855, 0.492)
H (-0.131, 1.454, -0.091)
H (-1.689, -0.762, 1.235)
H (-0.342, 0.301, 1.678)
H (-0.312, -1.569, -0.671)
H (0.070, -1.965, 1.067)
H (1.868, -0.027, -0.670)
H (2.028, -0.526, 2.206)
H (4.029, -0.111, -0.057)
H (3.974, 0.996, 1.313)
H (4.412, -0.692, 1.602)

Atomic partial charges in e from the natural (NBO) method, atoms 1 to 6:
1 C -0.956
2 C -0.492
3 C -0.428
4 C -0.469
5 C -0.627
6 C -0.230

=====

Result of the stability comparison: <B> is the least stable of them.